[1]
{"formula": "C29H29F2N2O5PSeSr", "method": "ωB97M-V with the def2-TZVPD basis set", "charge": -2, "species": ["Sr", "C", "C", "C", "C", "C", "C", "P", "C", "C", "C", "C", "C", "C", "C", "C", "C", "C", "C", "C", "H", "H", "H", "H", "H", "H", "H", "H", "H", "H", "H", "H", "H", "H", "C", "C", "N", "C", "C", "C", "O", "C", "C", "C", "C", "N", "C", "H", "H", "H", "H", "H", "H", "H", "H", "H", "H", "H", "H", "H", "H", "F", "C", "F", "H", "O", "Se", "O", "O", "O"], "coordinates": [[1.238, 2.684, -1.292], [-3.470, 4.687, -0.959], [-3.579, 3.512, -1.698], [-2.962, 2.352, -1.256], [-2.245, 2.351, -0.057], [-2.111, 3.540, 0.661], [-2.728, 4.702, 0.211], [-1.417, 0.873, 0.656], [-2.823, 0.103, 1.575], [-4.164, 0.210, 1.205], [-5.154, -0.450, 1.919], [-4.820, -1.237, 3.015], [-3.492, -1.350, 3.397], [-2.506, -0.677, 2.685], [-1.275, -0.212, -0.813], [-1.850, -1.483, -0.873], [-1.682, -2.250, -2.022], [-0.904, -1.750, -3.057], [-0.278, -0.508, -2.931], [-0.423, 0.325, -1.806], [-3.937, 5.597, -1.318], [-4.129, 3.509, -2.632], [-3.012, 1.447, -1.850], [-1.464, 3.571, 1.535], [-2.588, 5.624, 0.760], [-4.431, 0.819, 0.350], [-6.191, -0.352, 1.617], [-5.594, -1.753, 3.571], [-3.221, -1.953, 4.256], [-1.469, -0.748, 2.994], [-2.449, -1.867, -0.052], [-2.143, -3.230, -2.101], [-0.767, -2.336, -3.963], [0.357, -0.181, -3.753], [0.264, -3.083, 2.810], [1.376, -3.757, 2.016], [1.923, -2.857, 1.010], [1.263, -2.871, -0.297], [1.998, -3.735, -1.311], [3.065, -2.181, 1.314], [3.699, -2.403, 2.340], [3.551, -1.140, 0.352], [4.911, -1.044, 0.089], [5.364, -0.037, -0.744], [4.439, 0.847, -1.285], [3.140, 0.770, -1.024], [2.714, -0.183, -0.203], [-0.179, -3.776, 3.529], [-0.524, -2.723, 2.145], [0.663, -2.226, 3.353], [0.996, -4.644, 1.502], [2.185, -4.066, 2.673], [1.117, -1.871, -0.693], [0.256, -3.252, -0.135], [2.996, -3.334, -1.501], [1.451, -3.746, -2.256], [2.102, -4.762, -0.953], [5.591, -1.746, 0.555], [6.415, 0.078, -0.971], [4.745, 1.648, -1.947], [1.657, -0.155, 0.038], [2.664, 4.333, -4.277], [2.886, 3.134, -3.519], [2.569, 2.106, -4.483], [3.995, 3.085, -3.515], [2.036, 2.481, 1.035], [1.692, 4.032, 1.551], [3.061, 4.801, 1.939], [1.025, 4.682, 0.163], [0.573, 4.023, 2.725]], "forces_ev_per_a": [[0.1, -0.1, -0.1], [0.0, 0.0, 0.0], [0.0, 0.0, 0.0], [0.0, 0.1, 0.1], [0.0, 0.0, 0.0], [0.1, 0.0, 0.0], [0.0, 0.0, 0.0], [0.1, 0.0, 0.0], [0.0, 0.0, 0.0], [0.0, 0.0, 0.0], [0.0, 0.0, 0.0], [0.0, 0.0, 0.0], [0.0, 0.0, 0.0], [0.0, 0.0, 0.0], [0.0, -0.2, 0.2], [-0.1, 0.2, -0.3], [0.0, -0.1, 0.1], [0.1, 0.0, 0.0], [0.0, 0.1, 0.0], [0.1, 0.1, 0.1], [0.0, 0.0, 0.0], [0.0, 0.0, 0.0], [0.0, 0.0, 0.0], [0.0, 0.0, 0.0], [0.0, 0.0, 0.0], [0.0, 0.0, 0.0], [0.0, 0.0, 0.0], [0.0, 0.0, 0.0], [0.0, 0.0, 0.0], [0.0, 0.0, 0.0], [0.0, 0.0, 0.0], [0.0, 0.0, 0.0], [0.0, 0.0, 0.0], [0.0, 0.0, 0.0], [0.0, 0.0, 0.0], [0.0, 0.0, 0.0], [0.0, 0.1, 0.0], [0.0, 0.0, -0.1], [0.0, 0.0, 0.0], [0.0, -0.1, 0.0], [0.0, 0.0, 0.0], [0.0, 0.0, 0.0], [0.0, 0.0, 0.0], [0.0, 0.0, 0.0], [0.0, -0.1, 0.0], [0.0, 0.0, 0.1], [0.0, 0.0, 0.0], [0.0, 0.0, 0.0], [0.0, 0.0, 0.0], [0.0, 0.0, 0.0], [0.0, 0.0, 0.0], [0.0, 0.0, 0.0], [0.0, 0.0, 0.0], [0.0, 0.0, 0.0], [0.0, 0.0, 0.0], [0.0, 0.0, 0.0], [0.0, 0.0, 0.0], [0.0, 0.0, 0.0], [0.0, 0.0, 0.0], [0.0, 0.0, 0.0], [0.0, 0.1, 0.0], [0.0, 0.0, 0.0], [-0.1, 0.0, 0.1], [0.0, 0.0, 0.0], [0.0, 0.0, 0.0], [0.0, 0.0, 0.0], [0.0, -0.1, -0.4], [0.1, 0.2, 0.2], [-0.1, 0.0, -0.2], [-0.2, 0.0, 0.3]], "mulliken_charge": [1.90, -0.39, -0.78, -0.06, 0.23, -0.50, -0.58, 0.74, -0.45, -0.08, -0.66, -0.40, -0.63, -0.33, 0.62, -0.61, -0.49, -0.49, -0.86, -0.52, 0.35, 0.38, 0.50, 0.34, 0.41, 0.36, 0.39, 0.35, 0.38, 0.65, 0.28, 0.29, 0.34, 0.42, -0.75, -1.01, 0.61, 0.48, -1.51, 0.50, -0.72, -0.31, -0.45, -0.89, -0.30, 0.54, -0.30, 0.46, 0.00, 0.33, 0.38, 0.52, -0.92, 0.48, 0.28, 0.39, 0.36, 0.46, 0.38, 0.25, 0.66, -0.33, -0.25, -0.31, -0.15, -0.68, 1.21, -0.74, -0.97, -0.75]}

[2]
{"formula": "C29H29MoN5O3S2Se3Te", "method": "ωB97M-V with the def2-TZVPD basis set", "multiplicity": 3, "s2": 2.033, "species": ["Mo", "N", "C", "C", "C", "C", "N", "C", "N", "N", "C", "O", "O", "H", "H", "H", "H", "H", "H", "H", "H", "H", "H", "H", "H", "H", "H", "Se", "Se", "Te", "Se", "S", "C", "C", "C", "C", "C", "C", "N", "C", "C", "C", "C", "C", "C", "C", "H", "H", "H", "H", "H", "H", "H", "H", "C", "C", "O", "S", "C", "C", "C", "C", "C", "C", "C", "C", "H", "H", "H", "H", "H", "H", "H"], "coordinates": [[-0.264, 0.014, -0.278], [1.035, 1.253, 1.241], [1.555, 0.344, 2.271], [2.053, 1.113, 3.505], [2.649, 0.297, 4.664], [3.998, -0.377, 4.422], [3.933, -1.564, 3.577], [4.811, -1.919, 2.651], [4.727, -3.113, 2.073], [5.837, -1.116, 2.334], [0.371, -0.632, 2.592], [0.383, -1.267, 3.634], [-0.525, -0.650, 1.685], [1.762, 1.837, 0.840], [0.355, 1.872, 1.677], [2.341, -0.257, 1.810], [1.182, 1.640, 3.907], [2.778, 1.872, 3.188], [1.910, -0.443, 4.966], [2.805, 0.979, 5.501], [4.404, -0.684, 5.389], [4.695, 0.342, 3.990], [3.127, -2.164, 3.713], [3.830, -3.589, 2.066], [5.251, -3.272, 1.227], [5.883, -0.180, 2.689], [6.377, -1.314, 1.508], [-1.205, -1.003, -2.380], [0.512, -2.152, -3.419], [0.815, -4.080, -1.829], [1.050, -2.786, 0.286], [2.163, 1.522, -3.964], [3.269, 0.376, -3.280], [4.480, -0.052, -3.801], [5.207, -0.982, -3.085], [4.722, -1.465, -1.871], [3.525, -1.019, -1.342], [2.768, -0.092, -2.053], [1.548, 0.449, -1.684], [1.135, 1.327, -2.578], [0.045, 2.214, -2.277], [-0.289, 3.313, -3.073], [-1.162, 4.261, -2.587], [-1.680, 4.116, -1.302], [-1.399, 2.985, -0.552], [-0.566, 1.972, -1.030], [4.821, 0.327, -4.755], [6.148, -1.342, -3.478], [5.295, -2.236, -1.364], [3.124, -1.414, -0.420], [0.144, 3.406, -4.062], [-1.431, 5.113, -3.197], [-2.328, 4.882, -0.892], [-1.869, 2.870, 0.417], [-9.096, 1.059, -2.127], [-9.907, 1.820, -1.118], [-11.105, 1.865, -1.105], [-9.021, 2.811, 0.097], [-7.339, 2.214, 0.067], [-6.417, 2.656, -0.875], [-5.134, 2.143, -0.867], [-4.745, 1.193, 0.088], [-5.666, 0.804, 1.066], [-6.951, 1.314, 1.054], [-3.424, 0.671, 0.060], [-2.277, 0.262, 0.036], [-9.737, 0.338, -2.631], [-8.252, 0.549, -1.672], [-8.713, 1.769, -2.861], [-6.712, 3.393, -1.610], [-4.410, 2.469, -1.602], [-5.361, 0.095, 1.824], [-7.671, 1.016, 1.803]], "forces_ev_per_a": [[0.9, -0.9, 1.0], [0.0, -0.1, -0.2], [-0.4, -0.2, 0.3], [0.0, -0.3, 0.0], [-0.1, 0.0, -0.3], [-0.1, 0.3, 0.3], [-0.2, -0.1, -0.4], [-0.1, 0.5, 0.4], [-0.3, -0.5, -0.5], [0.0, -0.1, -0.1], [0.8, 0.5, 0.0], [0.0, -0.2, 0.0], [-0.4, -0.1, 0.1], [0.0, 0.0, -0.1], [0.0, 0.1, -0.2], [0.1, 0.0, 0.0], [0.1, 0.1, 0.0], [0.0, 0.0, 0.0], [0.0, 0.0, 0.1], [0.0, 0.0, 0.0], [0.1, 0.1, 0.0], [-0.1, 0.0, 0.0], [0.0, 0.0, 0.0], [0.0, 0.1, 0.0], [0.0, 0.0, 0.0], [0.0, 0.0, 0.0], [0.0, 0.0, 0.0], [-0.7, -0.1, 0.2], [0.3, -0.1, -0.2], [0.1, -0.1, 0.0], [-0.1, 0.3, 0.1], [-0.1, -0.2, 0.3], [-0.2, 0.1, 0.2], [0.0, 0.0, -0.1], [0.0, 0.1, -0.2], [0.0, 0.0, 0.1], [0.1, 0.0, 0.1], [0.5, -0.3, -0.4], [-0.2, 0.5, -0.4], [0.9, -0.2, 0.0], [-0.6, 0.4, 0.4], [0.2, -0.3, 0.1], [-0.1, 0.1, 0.0], [0.1, 0.1, -0.1], [0.0, -0.1, 0.1], [-0.1, 0.5, -0.4], [0.1, 0.0, 0.0], [0.0, 0.0, 0.0], [-0.1, 0.1, 0.1], [0.0, -0.1, 0.0], [0.0, 0.1, 0.0], [0.0, 0.0, 0.0], [0.0, 0.0, 0.0], [-0.1, 0.0, 0.0], [-0.1, -0.2, -0.1], [0.3, 0.0, 0.0], [-0.1, 0.0, 0.0], [0.0, 0.1, 0.1], [-0.3, 0.1, 0.0], [0.0, 0.0, 0.1], [0.0, 0.0, 0.0], [-0.2, 0.1, 0.0], [0.1, 0.0, -0.1], [0.0, 0.0, 0.0], [0.2, -0.3, 0.2], [-0.2, 0.3, -0.4], [-0.1, 0.1, 0.0], [0.1, 0.0, 0.0], [0.1, 0.0, 0.0], [0.0, 0.0, 0.0], [0.0, 0.0, 0.0], [0.0, 0.0, 0.0], [0.0, -0.1, 0.0]], "mulliken_charge": [-0.40, -0.40, 1.25, -0.82, -0.89, -0.73, -0.03, 0.87, -0.46, -0.40, 0.33, -0.71, -0.69, 0.31, 0.30, -0.69, 0.40, 0.31, 0.38, 0.42, 0.26, 0.31, 0.24, 0.22, 0.22, 0.18, 0.24, -0.10, -0.30, -0.11, -0.41, -0.41, 1.03, -0.73, -0.54, -0.86, 0.16, -0.90, 0.66, 0.64, 0.35, -0.96, -0.70, -0.86, -0.22, 1.35, 0.41, 0.40, 0.37, 0.10, 0.43, 0.41, 0.44, 0.43, -0.99, 0.71, -0.53, -0.15, -0.46, -0.35, -0.28, 0.28, -0.71, -0.22, 0.63, -0.88, 0.32, 0.34, 0.26, 0.47, 0.52, 0.50, 0.44]}

[3]
{"formula": "C29H29N2O5W", "method": "ωB97M-V with the def2-TZVPD basis set", "multiplicity": 3, "s2": 2.018, "charge": 1, "species": ["C", "C", "C", "H", "C", "C", "H", "C", "C", "C", "H", "C", "C", "H", "H", "H", "H", "H", "H", "W", "C", "C", "C", "H", "H", "H", "H", "H", "H", "C", "C", "H", "H", "O", "N", "C", "H", "C", "C", "H", "C", "H", "C", "H", "C", "H", "C", "H", "H", "H", "O", "C", "O", "C", "C", "C", "C", "C", "C", "N", "O", "O", "H", "H", "H", "H"], "coordinates": [[0.196, 0.151, 2.477], [-1.216, 0.045, 2.209], [-1.416, -1.101, 1.356], [-2.004, 0.628, 2.682], [-0.116, -1.697, 1.111], [0.863, -0.926, 1.815], [0.060, -2.604, 0.539], [0.370, 2.676, -0.350], [-0.682, 2.623, 0.616], [-1.829, 2.000, -0.001], [-0.680, 3.114, 1.585], [-1.416, 1.517, -1.316], [-0.046, 1.981, -1.518], [-2.374, -1.531, 1.080], [1.925, -1.149, 1.864], [0.644, 0.853, 3.175], [0.510, 1.854, -2.444], [-2.842, 1.955, 0.390], [1.297, 3.229, -0.257], [-0.378, 0.448, 0.161], [-2.223, 0.746, -2.336], [-2.028, 1.401, -3.709], [-3.706, 0.728, -1.954], [-2.351, 2.449, -3.660], [-2.625, 0.863, -4.449], [-0.976, 1.371, -4.015], [-4.065, 1.757, -1.823], [-3.898, 0.169, -1.028], [-4.274, 0.257, -2.764], [-1.674, -0.715, -2.330], [-2.271, -1.661, -3.363], [-1.877, -1.171, -1.345], [-0.582, -0.725, -2.506], [-2.870, -1.253, -4.351], [-2.111, -3.002, -3.138], [-1.510, -3.636, -1.971], [-2.401, -3.598, -3.903], [-2.475, -3.786, -0.805], [-2.045, -4.479, 0.333], [-1.045, -4.921, 0.328], [-2.884, -4.602, 1.441], [-2.523, -5.120, 2.330], [-4.179, -4.071, 1.402], [-4.839, -4.181, 2.263], [-4.627, -3.413, 0.254], [-5.637, -3.007, 0.197], [-3.779, -3.277, -0.854], [-4.140, -2.798, -1.768], [-0.626, -3.056, -1.642], [-1.144, -4.627, -2.275], [2.043, 2.385, 2.336], [2.886, 1.913, 1.531], [2.719, 1.139, 0.535], [4.326, 2.332, 1.781], [5.390, 1.699, 1.099], [6.710, 2.066, 1.331], [6.992, 3.091, 2.259], [5.943, 3.738, 2.949], [4.627, 3.358, 2.708], [8.348, 3.467, 2.488], [9.248, 2.869, 1.853], [8.595, 4.378, 3.310], [5.171, 0.912, 0.376], [7.529, 1.578, 0.810], [6.181, 4.524, 3.660], [3.812, 3.847, 3.239]], "forces_ev_per_a": [[-0.3, -0.7, 0.2], [0.1, -0.9, 0.1], [0.0, -0.6, 0.8], [0.3, -0.1, -0.3], [-0.6, 1.1, 0.5], [-0.6, 0.3, 0.0], [0.0, 0.3, 0.0], [-0.4, 0.1, -0.5], [-0.3, 0.6, -0.5], [-0.6, 0.4, -1.2], [0.2, -0.3, -0.2], [-0.6, 2.2, -0.4], [-1.0, 0.4, 0.6], [0.1, 0.1, -0.1], [-0.2, 0.3, -0.2], [0.1, 0.1, -0.6], [0.1, -0.2, 0.4], [0.3, -0.1, 0.0], [0.0, -0.5, 0.3], [4.2, -2.2, 1.7], [-0.1, -0.6, -0.3], [-0.2, 0.2, 0.0], [-0.1, 0.1, -0.1], [0.1, -0.2, 0.0], [0.2, 0.3, 0.2], [-0.2, 0.0, -0.1], [0.0, -0.2, -0.1], [0.1, 0.1, -0.1], [0.1, 0.1, 0.2], [0.1, 0.3, 0.4], [-0.7, -0.6, -1.0], [0.0, 0.1, 0.0], [0.0, 0.0, 0.0], [0.5, -0.4, 0.9], [0.5, 0.4, 0.0], [-0.1, 0.1, -0.1], [-0.1, 0.2, 0.1], [-0.3, -0.1, 0.1], [-0.2, 0.3, 0.0], [-0.3, 0.1, 0.1], [0.1, 0.0, -0.2], [-0.2, 0.1, -0.2], [0.1, 0.1, -0.1], [0.2, 0.0, -0.2], [0.3, 0.0, -0.1], [0.2, -0.2, 0.1], [0.2, 0.0, 0.2], [0.1, -0.1, 0.4], [-0.2, -0.3, -0.2], [-0.1, 0.3, 0.1], [-0.1, -0.6, -1.1], [0.3, 0.5, 0.7], [-1.2, -0.1, 0.1], [1.2, 0.2, 0.0], [-0.4, 0.3, 0.3], [0.1, 0.5, 0.5], [-2.2, -0.6, -0.4], [0.6, -0.3, -0.4], [-0.1, -0.5, -0.4], [3.4, 0.9, 0.5], [-1.9, 1.0, 1.1], [-0.7, -1.7, -1.5], [0.0, 0.3, 0.2], [-0.2, 0.1, 0.1], [0.0, -0.2, -0.2], [0.2, -0.2, -0.2]], "mulliken_charge": [-0.20, -1.11, -0.01, 0.60, -0.20, -0.74, 0.40, -0.54, -0.96, -0.61, 0.55, -0.41, -0.53, 0.51, 0.44, 0.60, 0.42, 0.61, 0.61, 0.88, 3.19, -1.78, -2.04, 0.44, 0.49, 0.36, 0.48, 0.29, 0.46, -1.03, 0.07, -0.05, 0.78, -0.64, -0.04, -1.02, 0.29, 0.75, -0.31, 0.49, -0.62, 0.42, -0.57, 0.40, -0.66, 0.43, -0.25, 0.47, 0.06, 0.56, -0.71, 0.63, -0.68, 0.16, -0.34, -0.48, 0.04, -0.51, -0.34, 0.92, -0.58, -0.58, 0.40, 0.46, 0.47, 0.42]}

Number 1: E -124667.1969 eV. Number 2: E -270996.2113 eV. Number 3: E -45575.1140 eV.